1.
Below is a structure of composition C16H26AsIN6NdS6 in a non-equilibrium geometry, with properties calculated with wB97M-V/def2-TZVPD.

```
57
Properties=species:S:1:pos:R:3:forces:R:3:mulliken_spin:R:1
Nd -0.20345 0.64890 0.07237 0.3 -0.4 -0.4 3.045
N -2.18073 -1.14351 -0.78036 0.1 0.1 0.1 -0.003
C -1.66985 -2.30897 -1.50358 0.1 0.1 -0.1 0.001
C -0.75777 -1.84024 -2.63010 -0.2 0.0 0.2 0.000
N 0.37361 -1.06077 -2.13442 0.2 0.1 -0.1 -0.003
C 1.62989 -1.79919 -1.98802 0.0 -0.1 0.2 0.000
C 1.78260 -2.41344 -0.59988 -0.1 0.1 -0.1 0.000
N 1.68051 -1.35851 0.40724 0.1 -0.3 -0.1 -0.002
H -2.74550 -1.44478 0.00671 0.1 0.1 0.1 0.000
H -2.78421 -0.59775 -1.39174 0.0 0.1 0.0 0.000
H -2.47234 -2.91947 -1.93609 0.0 0.0 0.0 0.000
H -1.11728 -2.92939 -0.79732 0.0 0.0 0.0 0.000
H -1.34443 -1.20435 -3.29816 0.0 0.0 0.0 0.000
H -0.42266 -2.71480 -3.20285 0.0 0.0 0.0 0.000
H 0.53342 -0.27994 -2.75933 -0.1 0.1 0.0 0.000
H 2.44969 -1.09201 -2.12859 0.0 0.0 -0.1 0.000
H 1.72261 -2.58890 -2.74601 0.0 0.0 0.0 0.000
H 2.74514 -2.94085 -0.56703 0.0 0.0 0.0 0.000
H 0.99700 -3.14891 -0.40967 0.0 0.0 0.0 0.000
H 2.41979 -0.67234 0.26288 0.0 0.1 0.1 -0.001
H 1.79070 -1.74794 1.33496 -0.1 0.1 0.1 0.000
S -1.39982 2.87120 1.15157 -0.3 -0.1 0.3 -0.010
As 0.12527 4.14700 0.27123 0.4 0.2 -0.3 0.001
S 2.11699 2.97231 0.35733 -0.4 0.3 0.1 -0.003
S 2.30604 1.42389 -0.99545 0.2 -0.1 -0.3 -0.009
S -0.24407 4.32965 -1.93519 0.0 -0.3 -0.1 0.001
S -1.17449 2.87891 -4.35453 -0.1 -0.2 0.1 -0.001
C -0.39046 2.54190 -2.72981 0.2 1.0 -0.1 0.001
N -1.20955 1.70425 -1.98719 -0.2 -0.6 0.4 -0.006
C -2.51827 1.96800 -2.31026 0.0 -0.1 -0.1 -0.003
C -3.64587 1.68021 -1.53640 0.1 0.0 0.0 0.002
C -4.91229 2.01667 -2.00333 0.0 0.0 0.0 0.000
C -5.08861 2.62177 -3.23798 -0.1 0.0 0.0 0.000
C -3.97853 2.91184 -4.03196 0.1 -0.1 0.1 0.000
C -2.72304 2.58694 -3.56779 0.0 0.1 -0.1 -0.001
H 0.64014 2.23927 -2.86049 0.0 -0.1 0.0 -0.001
H -3.52260 1.26969 -0.54096 0.0 0.1 0.0 0.001
H -5.77299 1.82810 -1.37215 0.0 0.0 0.0 0.000
H -6.08036 2.90218 -3.57107 0.0 0.0 0.0 0.000
H -4.09076 3.39380 -4.99554 0.0 0.0 0.0 0.000
I -0.80108 -2.64994 2.39266 -0.3 0.0 0.0 0.000
C -1.19704 -0.45735 2.20063 -0.3 -0.1 0.1 -0.011
H -0.84142 -0.08720 3.16640 0.1 0.0 0.0 0.002
H -2.29172 -0.45818 2.29896 0.0 0.0 0.0 0.000
C 4.91038 0.29147 3.94929 0.1 0.0 0.0 0.000
N 3.75215 -0.46995 4.35056 -0.2 -0.1 0.0 0.000
C 3.74642 -1.54150 5.22996 0.1 0.0 0.0 0.000
C 2.49654 -2.03666 5.25870 -0.1 0.0 0.0 0.000
N 1.74169 -1.26116 4.40127 0.3 0.1 0.1 0.000
C 2.49926 -0.28941 3.82602 0.0 -0.1 0.1 0.000
S 2.03680 0.88738 2.73678 0.2 0.1 0.1 -0.002
H 5.47242 0.61791 4.82410 0.0 0.0 0.0 0.000
H 4.56068 1.15462 3.38705 0.0 0.0 0.0 0.000
H 5.56086 -0.30527 3.30667 0.0 0.0 0.0 0.000
H 4.63277 -1.85124 5.75477 0.0 0.0 0.0 0.000
H 2.07924 -2.85955 5.80987 0.0 0.0 0.0 0.000
H 0.77861 -1.41441 4.14524 -0.1 0.0 0.0 0.000
```
Forces are in eV/Å.

Results
2S+1   4
Relative energy (zero: lowest compared OMol25 entry of this formula, charge and spin)   145.8 kJ/mol
HOMO energy (alpha / beta)   -0.139 / -0.139 Eh
Total charge   -1
Electronic energy   -6438.0650 Eh
Molecular weight   840.9 g mol⁻¹
Frontier orbital gap (alpha / beta)   0.2141 / 0.2143 Ha
<S²>   3.75
LUMO (alpha / beta)   2.04 / 2.04 eV

2.
Below is a cluster of 2 separate species, C4H12 in total in a non-equilibrium geometry, with properties calculated with wB97M-V/def2-TZVPD.

```
16
Properties=species:S:1:pos:R:3:forces:R:3:lowdin_charge:R:1
C 1.99573 1.31567 -1.06730 -1.9 -0.3 2.1 -0.157
C 0.56868 1.77155 -0.70833 0.7 3.4 3.0 -0.168
H 2.51998 1.65453 -1.89315 0.4 1.7 -1.7 0.044
H 2.56214 1.45267 -0.18958 1.1 0.8 1.0 0.051
H 2.11379 0.29605 -1.16459 -0.5 -2.7 -0.4 0.030
H 0.68612 2.99051 -0.54173 -0.6 -3.0 -0.2 0.116
H 0.03372 1.34867 0.27947 2.0 1.0 -2.0 0.087
H -0.19316 1.69387 -1.40594 -1.1 -0.4 -1.9 0.010
C -1.59069 -1.70617 1.57069 0.3 -0.4 -1.1 -0.155
C -1.01985 -1.31549 0.16725 0.7 -1.8 0.7 -0.162
H -2.49251 -2.29996 1.42467 -0.4 0.3 0.1 0.048
H -0.87278 -2.49870 1.93593 -0.7 1.5 0.6 0.073
H -1.80476 -0.78599 2.16058 0.4 -1.1 0.1 0.069
H -1.64992 -1.41600 -0.69100 -1.1 0.3 -0.2 0.049
H -0.54264 -0.34987 0.13102 0.3 -0.2 0.1 0.000
H -0.31385 -2.15136 -0.00799 0.3 0.9 -0.3 0.066
```
Forces are in eV/Å.

Results
Relative energy (zero: lowest compared OMol25 entry of this formula, charge and spin)   150.9 kJ/mol
HOMO energy   -0.415 Eh
Total charge   0
Electronic energy   -159.5275 Eh
Molecular weight   60.1 g mol⁻¹
Frontier orbital gap   0.4567 Ha
LUMO   1.13 eV

3.
Below is a cluster of 2 separate species, C9H14S in total in a non-equilibrium geometry, with properties calculated with wB97M-V/def2-TZVPD.

```
24
Properties=species:S:1:pos:R:3:forces:R:3:lowdin_charge:R:1
C -3.02273 0.25482 0.02984 -1.3 -0.5 0.6 -0.063
C -1.93106 0.80297 0.87482 1.3 -0.2 0.2 -0.285
C -1.68829 2.16562 1.01677 -0.2 0.7 1.1 -0.059
C -0.65825 2.61822 1.83101 0.6 -0.9 0.2 -0.087
C 0.22960 1.70930 2.42604 -0.2 1.5 -0.1 -0.106
C 0.02200 0.36249 2.29937 0.1 -0.8 -1.1 -0.102
C -1.04673 -0.08088 1.52468 -1.0 0.3 -0.2 -0.052
H -2.75151 -0.54193 -0.66239 0.5 0.4 -0.3 0.074
H -3.58578 1.05176 -0.44899 0.1 -0.1 -0.3 0.076
H -3.73933 -0.28582 0.67080 0.0 0.3 0.0 0.087
H -2.35791 2.96796 0.72262 -0.2 -0.5 -0.7 0.108
H -0.51174 3.67584 1.98862 0.0 0.1 0.0 0.097
H 1.06856 2.12118 2.97270 0.1 -0.2 0.1 0.099
H 0.79004 -0.34209 2.59368 -0.2 -0.1 0.5 0.104
H -1.33293 -1.12333 1.43852 0.6 -0.2 0.0 0.111
C 2.52917 -0.51554 -1.22176 -2.1 -0.7 -0.6 -0.373
S 2.07576 -2.16720 -1.92477 1.5 -0.8 0.8 0.710
C 0.68615 -1.83840 -2.93794 -0.6 0.9 -0.8 -0.489
H 3.60557 -0.45946 -1.21977 0.1 0.3 0.2 0.022
H 1.99752 0.24431 -1.80312 0.7 0.1 -0.4 0.033
H 1.99259 -0.43691 -0.27870 0.8 -0.1 0.5 0.008
H 0.39277 -2.61878 -3.64100 0.5 -0.4 0.3 0.039
H 1.00375 -1.01066 -3.56831 -0.6 0.3 -0.1 0.027
H -0.19320 -1.61826 -2.34471 -0.2 0.4 0.0 0.020
```
Forces are in eV/Å.

Results
Relative energy (zero: lowest compared OMol25 entry of this formula, charge and spin)   64.9 kJ/mol
HOMO energy   -0.305 Eh
Total charge   0
Electronic energy   -749.4882 Eh
Molecular weight   154.3 g mol⁻¹
Frontier orbital gap   0.3365 Ha
LUMO   0.85 eV

4.
Below is the molecule C3H4N2O in a non-equilibrium geometry, with properties calculated with wB97M-V/def2-TZVPD.

```
10
Properties=species:S:1:pos:R:3:forces:R:3:lowdin_charge:R:1
O -0.97636 -1.13808 1.46628 -0.2 0.0 -0.7 0.028
C -0.34713 -0.55819 0.38546 0.1 0.8 -0.1 -0.308
C 0.33243 -1.07342 -0.75902 -0.1 -0.1 0.6 -0.093
N 1.06402 -0.11081 -1.35000 -0.6 0.2 0.3 0.028
N 0.73101 1.02277 -0.69216 -0.1 -0.2 -0.3 -0.056
C -0.16234 0.80321 0.28735 -0.2 -0.3 0.0 -0.094
H -1.10101 -0.42135 2.11560 0.0 -0.6 -0.4 0.109
H 0.15466 -2.05544 -1.21480 0.8 0.4 0.4 0.113
H 1.14714 1.94560 -0.78359 0.2 -0.8 -0.8 0.155
H -0.84243 1.58572 0.54490 0.1 0.4 1.0 0.119
```
Forces are in eV/Å.

Results
Relative energy (zero: lowest compared OMol25 entry of this formula, charge and spin)   198.8 kJ/mol
HOMO energy   -0.318 Eh
Total charge   0
Electronic energy   -301.4115 Eh
Molecular weight   84.1 g mol⁻¹
Frontier orbital gap   0.3477 Ha
LUMO   0.81 eV

5.
Below is a structure of composition C46H71N7O2ScSe in a non-equilibrium geometry, with properties calculated with wB97M-V/def2-TZVPD.

```
128
Properties=species:S:1:pos:R:3:forces:R:3:lowdin_charge:R:1
Sc 1.81639 -0.29809 -0.17730 1.4 -0.2 -0.1 0.904
C 4.60615 0.63723 -1.67920 0.0 0.2 0.1 -0.184
C 4.61000 -0.85652 -1.91470 -0.1 -0.2 -0.1 -0.173
N 3.23887 -1.39989 -1.84821 -0.1 -0.1 0.0 -0.094
C 3.21836 -2.83903 -1.55013 0.1 0.1 0.0 -0.141
C 3.53889 -3.08703 -0.09849 0.0 0.1 0.0 -0.244
C 3.90883 -4.34480 0.33809 0.1 -0.1 0.0 0.000
C 4.18520 -4.51970 1.68357 0.0 -0.1 0.0 -0.025
C 4.10736 -3.43250 2.53476 0.1 -0.1 0.1 -0.006
C 3.73243 -2.20440 2.02004 0.0 0.2 -0.1 -0.267
C 3.67260 -0.99771 2.93272 0.0 0.0 0.1 -0.169
N 3.14354 0.19793 2.30508 0.2 0.0 -0.1 -0.096
C 4.12999 1.23230 2.00912 -0.1 0.1 0.2 -0.184
C 4.87779 0.91780 0.73848 0.0 -0.1 -0.2 -0.186
N 3.94979 0.95010 -0.39867 -0.1 0.0 -0.3 -0.086
N 3.43739 -2.04014 0.72846 -0.3 0.1 -0.1 0.112
H 4.05006 1.14466 -2.46467 0.0 -0.1 0.0 0.094
H 5.63349 1.01316 -1.70880 0.1 0.0 0.0 0.127
H 5.19715 -1.35757 -1.14451 0.0 0.0 0.0 0.118
H 5.08409 -1.09305 -2.87123 0.1 0.0 0.0 0.131
H 2.75497 -1.27960 -2.73277 0.0 0.0 0.1 0.099
H 3.92802 -3.39279 -2.17274 0.0 0.0 0.0 0.137
H 2.21846 -3.21269 -1.75982 0.0 0.0 0.1 0.106
H 3.97854 -5.16450 -0.36557 0.0 0.0 0.0 0.125
H 4.47018 -5.49312 2.06272 0.0 0.0 0.0 0.119
H 4.33592 -3.52667 3.58956 0.0 0.0 0.0 0.127
H 4.68291 -0.82550 3.32278 0.0 0.0 0.0 0.134
H 3.06497 -1.26319 3.79844 0.0 0.0 0.0 0.124
H 2.39041 0.59015 2.85204 0.0 0.0 0.0 0.093
H 4.84397 1.37341 2.82919 0.0 0.0 0.0 0.126
H 3.59042 2.17491 1.88533 0.0 0.0 0.0 0.118
H 5.32229 -0.07901 0.79574 0.0 0.0 0.0 0.119
H 5.69731 1.62795 0.58940 0.0 0.1 0.0 0.130
H 3.55247 1.88568 -0.44853 0.0 0.0 0.0 0.112
C -3.47669 0.87695 5.17579 0.0 -0.1 0.1 -0.064
C -3.05155 2.15104 4.45086 0.1 0.0 -0.1 -0.558
C -2.65355 3.20386 5.49304 0.0 0.0 0.1 -0.044
C -4.24666 2.67523 3.64278 -0.1 0.0 -0.1 -0.042
C -1.88202 1.88955 3.49953 0.0 0.0 0.0 -0.158
C -1.31493 0.63719 3.30843 0.0 0.1 0.0 -0.046
C -0.29370 0.46698 2.38267 -0.2 0.0 0.1 -0.373
Se 0.44699 -1.27917 2.09948 -0.2 -0.2 0.2 1.244
C -0.87813 -2.10247 0.99667 -0.2 0.0 0.1 -0.379
C -2.06314 -2.58363 1.52968 -0.1 0.0 0.0 -0.044
C -3.01644 -3.15427 0.69596 0.0 0.0 0.0 -0.158
C -2.69885 -3.22440 -0.65652 0.0 0.0 -0.1 0.017
C -1.51782 -2.75837 -1.23253 -0.2 -0.2 -0.1 -0.075
C -0.57278 -2.18766 -0.36553 0.6 0.3 -0.3 -0.330
O 0.60237 -1.68347 -0.79026 -0.7 -0.6 -0.1 -0.271
C -1.39374 -2.92242 -2.76271 0.0 0.1 0.1 -0.517
C -0.12639 -2.33613 -3.39367 0.1 0.0 0.0 -0.051
C -1.42827 -4.41796 -3.10934 0.1 -0.1 0.0 -0.040
C -2.59104 -2.23071 -3.43642 -0.1 0.0 0.0 -0.038
C -4.36838 -3.67523 1.19090 0.1 0.0 0.0 -0.558
C -4.49932 -3.53587 2.70600 0.0 0.0 0.1 -0.065
C -4.52660 -5.15440 0.81689 0.0 -0.1 0.0 -0.045
C -5.49842 -2.87433 0.53097 0.0 0.1 0.0 -0.043
C 0.20980 1.53179 1.62006 0.5 -0.2 -0.5 -0.339
O 1.15569 1.28532 0.70031 -0.6 0.6 0.7 -0.283
C -0.32309 2.81365 1.81869 -0.1 0.2 0.2 -0.082
C -1.34772 2.93676 2.75450 0.0 0.1 0.0 0.020
C 0.12153 4.09848 1.09540 0.0 -0.1 0.1 -0.516
C 1.23062 3.92398 0.04870 0.1 0.1 0.0 -0.047
C 0.64817 5.09492 2.14005 0.1 0.1 0.0 -0.038
C -1.09622 4.71341 0.39092 -0.1 0.1 0.0 -0.037
H -4.30971 1.09612 5.84637 0.0 0.0 0.0 0.089
H -2.66549 0.46214 5.77957 0.0 0.0 0.0 0.090
H -3.81108 0.10490 4.47685 0.0 0.1 0.0 0.080
H -3.47825 3.37916 6.18842 0.0 0.0 0.0 0.088
H -2.40684 4.16069 5.02747 0.0 0.0 0.0 0.077
H -1.78454 2.87746 6.06920 0.0 0.0 0.0 0.092
H -5.09723 2.86706 4.30177 0.0 0.0 0.0 0.088
H -4.55648 1.95015 2.88599 0.0 0.0 0.0 0.090
H -4.00655 3.61002 3.13102 0.0 0.0 0.0 0.078
H -1.66445 -0.22013 3.86712 0.0 0.0 0.0 0.095
H -2.23412 -2.50226 2.59494 0.0 0.0 0.0 0.096
H -3.42950 -3.67414 -1.32100 0.0 0.0 0.1 0.103
H 0.77048 -2.84564 -3.04027 -0.1 0.0 0.0 0.060
H -0.00616 -1.26999 -3.19558 -0.1 0.0 0.0 0.067
H -0.19322 -2.48984 -4.47467 0.0 0.0 0.0 0.089
H -0.58252 -4.94207 -2.65585 0.0 0.0 0.0 0.091
H -1.36731 -4.55025 -4.19345 0.0 0.0 0.0 0.089
H -2.34376 -4.90307 -2.76546 0.0 0.1 0.0 0.080
H -2.67479 -1.18939 -3.11676 0.0 0.0 0.0 0.077
H -3.53735 -2.72248 -3.20553 0.0 0.0 0.0 0.080
H -2.46818 -2.24831 -4.52261 0.0 0.0 0.0 0.088
H -3.72601 -4.09905 3.23527 0.0 0.0 0.0 0.090
H -5.46935 -3.92174 3.02542 0.0 0.0 0.0 0.089
H -4.43864 -2.49083 3.02386 0.0 0.0 0.0 0.079
H -3.72267 -5.75665 1.24721 0.0 0.0 0.0 0.092
H -4.51336 -5.30265 -0.26572 0.0 0.0 0.1 0.077
H -5.47927 -5.53868 1.19073 0.0 0.0 0.0 0.088
H -5.42288 -1.81266 0.78001 0.0 0.0 0.0 0.090
H -6.47039 -3.23765 0.87502 0.0 0.0 0.0 0.088
H -5.47614 -2.96489 -0.55792 0.0 0.0 0.1 0.078
H -1.76652 3.92572 2.90752 0.0 -0.1 0.0 0.104
H 2.14345 3.52421 0.49472 -0.1 0.0 0.0 0.068
H 1.46062 4.91241 -0.35856 0.0 0.0 0.0 0.092
H 0.94872 3.26406 -0.77233 0.0 0.1 0.1 0.058
H 1.52141 4.68833 2.65726 0.0 0.0 0.0 0.090
H -0.09830 5.34425 2.89549 0.0 0.0 0.0 0.080
H 0.94672 6.02491 1.64883 0.0 0.0 0.0 0.089
H -1.54890 4.00248 -0.30500 0.0 0.0 0.0 0.074
H -0.79900 5.60565 -0.16705 0.0 0.0 0.0 0.092
H -1.87030 5.01081 1.10023 0.0 0.0 0.0 0.081
C 1.55126 2.38504 -5.89741 -0.1 -0.1 -0.2 -0.160
C 2.72499 1.92744 -5.06573 0.0 -0.1 0.2 -0.179
N 2.25927 1.28527 -3.83699 0.0 -0.2 0.0 0.052
C 1.06389 1.60749 -3.20590 0.0 0.1 -0.3 -0.364
N 0.75053 0.94085 -2.13806 0.1 0.0 0.4 0.051
C -0.58864 1.15870 -1.56653 0.0 0.1 0.0 -0.206
C -1.57475 1.75972 -2.54192 -0.1 -0.1 -0.1 -0.140
C -0.93924 2.98497 -3.15486 0.1 0.0 -0.1 -0.134
N 0.31592 2.58451 -3.78666 0.0 0.0 0.0 -0.023
C 0.69013 3.26673 -5.02686 -0.1 0.0 0.2 -0.143
H 0.97270 1.52079 -6.23236 0.0 0.0 0.0 0.126
H 1.88236 2.93621 -6.77727 0.0 0.0 0.0 0.123
H 3.35707 2.78407 -4.81898 0.0 0.0 0.0 0.120
H 3.35250 1.21065 -5.59211 0.0 0.0 -0.1 0.124
H 2.42309 0.29264 -3.78523 0.0 0.2 0.0 0.104
H -0.50836 1.81997 -0.70201 0.0 0.0 -0.1 0.087
H -0.96299 0.20879 -1.18834 0.0 -0.1 0.0 0.108
H -2.50383 2.01320 -2.02876 0.0 0.0 0.0 0.126
H -1.81566 1.05097 -3.33917 0.0 0.0 0.0 0.112
H -0.76020 3.75689 -2.40407 0.0 0.1 0.1 0.110
H -1.56379 3.42217 -3.93277 -0.1 0.0 0.0 0.124
H 1.21770 4.19947 -4.79946 0.0 0.0 0.0 0.132
H -0.23500 3.53891 -5.53258 0.0 0.0 -0.1 0.122
```
Forces are in eV/Å.

Results
Relative energy (zero: lowest compared OMol25 entry of this formula, charge and spin)   67.2 kJ/mol
HOMO energy   -0.363 Eh
Total charge   +1
Electronic energy   -5491.4438 Eh
Molecular weight   878.0 g mol⁻¹
Frontier orbital gap   0.2950 Ha
LUMO   -1.84 eV